Below is C24H39F13LiO21P2 as an isolated structure, with properties calculated with ωB97M-V/def2-TZVPD.

Geometry as XYZ:
```
100
Properties=species:S:1:pos:R:3:mulliken_charge:R:1
Li -0.03 -5.86 3.15 1.0045
P 0.71 -10.51 1.17 1.1254
F 1.46 -9.79 -0.05 -0.3344
F 1.93 -11.47 1.60 -0.3507
F 1.30 -9.49 2.24 -0.3793
F -0.12 -11.18 2.40 -0.3584
F -0.43 -9.41 1.08 -0.3378
F 0.08 -11.59 0.05 -0.3670
P 0.55 -1.31 0.23 1.1566
F -0.91 -1.25 -0.43 -0.3367
F -0.35 -1.37 1.65 -0.3914
F 0.56 -2.89 0.17 -0.3485
F 2.01 -1.42 0.90 -0.3487
F 1.26 -1.41 -1.27 -0.3782
F 0.64 0.32 0.35 -0.3564
C -5.50 -4.98 -2.55 -0.3249
C -6.65 -4.07 -2.18 -0.2653
O -7.26 -3.86 -3.44 -0.3187
C -6.86 -4.81 -4.30 0.6699
O -7.36 -4.94 -5.38 -0.5295
O -5.91 -5.60 -3.75 -0.3192
H -5.35 -5.81 -1.86 0.2629
H -4.57 -4.42 -2.64 0.2536
H -6.17 -3.17 -1.80 0.2934
H -7.30 -4.66 -1.54 0.2780
C 7.00 -4.55 -1.24 -0.2389
C 6.93 -5.35 0.08 -0.2546
O 8.14 -5.09 0.67 -0.3301
C 8.82 -4.13 0.00 0.6714
O 9.87 -3.66 0.38 -0.5373
O 8.17 -3.85 -1.18 -0.3234
H 6.17 -3.86 -1.41 0.2861
H 7.00 -5.30 -2.03 0.2256
H 6.76 -6.42 -0.09 0.2494
H 6.02 -5.20 0.66 0.2524
C 2.51 1.80 7.38 -0.2635
C 2.97 2.72 6.32 -0.2522
O 2.71 3.99 6.86 -0.3280
C 1.89 3.85 7.91 0.7225
O 1.31 4.77 8.52 -0.6006
O 1.69 2.62 8.16 -0.3043
H 3.39 1.41 7.88 0.2521
H 1.96 0.94 6.99 0.2705
H 2.49 2.67 5.34 0.2610
H 4.05 2.57 6.20 0.2426
C 0.10 5.66 -12.66 -1.0104
C 1.34 4.76 -12.51 -0.2476
O 1.40 4.23 -11.20 -0.3061
C 0.90 3.02 -10.87 0.7130
O 0.57 2.18 -11.70 -0.5658
O 1.07 2.89 -9.54 -0.2864
C 0.99 1.58 -9.00 -0.6533
H 0.25 6.65 -12.23 0.2788
H -0.82 5.22 -12.28 0.3149
H -0.18 5.72 -13.71 0.3377
H 2.28 5.31 -12.61 0.2627
H 1.35 4.03 -13.32 0.3189
H 0.86 1.63 -7.92 0.2556
H 1.77 0.88 -9.29 0.2881
H 0.06 1.15 -9.37 0.2999
C -5.25 -3.50 8.15 -1.0863
C -3.81 -3.91 7.72 -0.2221
O -3.80 -5.19 8.33 -0.2750
C -3.41 -6.24 7.59 0.7630
O -3.14 -6.20 6.40 -0.6144
O -3.32 -7.28 8.47 -0.3091
C -3.06 -8.59 7.94 -0.6653
H -6.04 -4.15 7.78 0.3092
H -5.43 -2.52 7.71 0.3672
H -5.37 -3.63 9.22 0.3081
H -3.03 -3.43 8.32 0.2251
H -3.60 -4.03 6.66 0.3474
H -1.98 -8.60 7.78 0.3039
H -3.67 -8.91 7.10 0.2958
H -3.13 -9.36 8.70 0.2523
C -3.73 5.82 3.68 -1.0867
C -2.77 6.53 2.66 -0.2852
O -3.08 7.96 2.56 -0.2725
C -2.74 8.65 1.43 0.7622
O -2.39 8.17 0.33 -0.5957
O -2.78 9.99 1.67 -0.2993
C -2.54 10.90 0.62 -0.6334
H -4.76 5.69 3.36 0.2919
H -3.82 6.47 4.55 0.3102
H -3.27 4.90 4.06 0.3459
H -2.88 6.05 1.69 0.3099
H -1.70 6.34 2.78 0.3374
H -3.43 11.51 0.49 0.2437
H -2.23 10.54 -0.37 0.3307
H -1.68 11.45 1.00 0.2410
C 3.89 5.69 -3.42 -0.3714
C 3.84 6.80 -2.47 0.3112
O 4.84 7.72 -2.97 -0.2923
C 5.72 7.04 -3.66 0.6885
O 6.80 7.52 -3.98 -0.5543
O 5.21 5.78 -3.91 -0.3312
F 4.11 6.32 -1.19 -0.2822
H 3.34 5.75 -4.36 0.2726
H 3.73 4.72 -2.95 0.2866
H 2.86 7.28 -2.41 0.2726
```

Computed properties:
Strongest force on any atom (eV/A): 5.5
Total charge: -1
Orbital gap (eV): 8.442
LUMO (eV): -1.0
HOMO energy (eV): -9.469

***

Below is C28H30BCl2CoN10O4S as an isolated structure, with properties calculated with ωB97M-V/def2-TZVPD.

Geometry as XYZ:
```
77
Properties=species:S:1:pos:R:3:mulliken_charge:R:1
Co -0.06 -1.22 1.37 0.4226
C 0.36 3.21 2.40 -0.7104
C 0.02 1.88 2.62 -0.1091
N 0.72 0.89 2.07 0.1932
C 1.77 1.23 1.33 -0.0401
C 2.04 2.56 1.03 -0.5334
N 1.33 3.55 1.56 -0.5257
C 2.62 0.10 0.91 0.1852
C 3.99 0.23 0.80 -0.5627
C 4.78 -0.90 0.57 0.9806
C 4.11 -2.11 0.49 -0.4272
C 2.73 -2.17 0.61 0.1330
N 1.98 -1.08 0.81 0.3802
C 2.00 -3.45 0.62 0.1492
C 2.54 -4.65 0.16 -0.3745
N 1.88 -5.80 0.26 -0.5381
C 0.67 -5.76 0.80 -0.5202
C 0.10 -4.56 1.20 -0.3008
N 0.76 -3.41 1.11 0.0815
C 6.26 -0.81 0.48 0.9905
C 7.06 -1.95 0.50 -0.5554
C 8.43 -1.81 0.40 -0.4226
N 9.05 -0.64 0.30 -0.5527
C 8.29 0.45 0.28 -0.4076
C 6.90 0.42 0.37 -0.5554
H -0.18 4.01 2.88 0.4362
H -0.82 1.61 3.25 0.3834
H 2.83 2.83 0.33 0.5012
H 4.43 1.20 0.94 0.5897
H 4.65 -3.03 0.33 0.1833
H 3.51 -4.69 -0.31 0.4872
H 0.14 -6.69 0.91 0.3992
H -0.90 -4.53 1.60 0.5531
H 6.65 -2.94 0.61 0.3343
H 9.07 -2.69 0.40 0.3869
H 8.81 1.40 0.19 0.3891
H 6.36 1.36 0.33 0.3355
C -4.80 3.61 -6.33 -1.2484
C -4.47 2.55 -5.29 -0.4113
S -3.87 3.34 -3.82 1.2246
O -2.45 3.59 -3.97 -0.6633
O -4.74 4.41 -3.44 -0.6677
C -3.99 2.09 -2.53 -0.4906
C -3.36 2.72 -1.29 -1.6584
N -2.96 1.71 -0.29 0.3390
C -1.74 1.14 -0.25 0.7883
N -1.62 0.35 0.81 0.5863
C -2.82 0.41 1.48 -1.4296
C -3.64 1.25 0.81 0.0175
N -5.02 1.52 1.11 1.0534
O -5.69 2.03 0.23 -0.5763
O -5.40 1.19 2.21 -0.6071
C -0.68 1.40 -1.26 -1.5575
H -5.12 3.11 -7.25 0.3745
H -3.93 4.22 -6.55 0.3688
H -5.60 4.25 -5.99 0.3630
H -3.67 1.88 -5.61 0.3606
H -5.35 1.97 -5.00 0.3805
H -3.45 1.22 -2.89 0.4153
H -5.04 1.86 -2.36 0.5084
H -4.05 3.42 -0.84 0.3950
H -2.46 3.26 -1.57 0.6368
H -3.02 -0.14 2.38 0.7600
H -0.43 2.46 -1.32 0.4492
H -0.99 1.09 -2.26 0.4598
H 0.22 0.84 -0.99 0.0189
B -4.08 -3.70 0.35 -0.1368
C -2.78 -2.87 0.60 0.1779
N -1.79 -2.31 0.79 -0.3273
H -4.97 -3.17 -0.41 0.2369
H -5.08 -3.31 1.03 0.2340
H -3.92 -4.84 0.13 0.0202
Cl -0.03 -2.01 3.77 0.0530
C -0.33 -0.87 5.13 -0.3997
Cl -1.91 -0.12 5.03 -0.0818
H 0.45 -0.11 5.10 0.2759
H -0.28 -1.47 6.03 0.3984
```

Computed properties:
Strongest force on any atom (eV/A): 0.8
Total charge: +2
Multiplicity: 5
Orbital gap (spin up / spin down) (eV): 7.731 / 4.959
LUMO (spin up / spin down) (eV): -6.4 / -9.2
HOMO energy (spin up / spin down) (eV): -14.118 / -14.118
Energy relative to the best compared isomer or geometry (same formula, charge and spin) (kcal per mole): 19.6

***

Below is C31H61BO14S as an isolated structure, with properties calculated with ωB97M-V/def2-TZVPD.

Geometry as XYZ:
```
108
Properties=species:S:1:pos:R:3:mulliken_charge:R:1
C -4.14 -4.40 -1.17 -0.9785
C -2.83 -4.96 -1.71 -0.2852
O -2.24 -3.94 -2.58 -0.5693
B -0.89 -3.93 -2.28 1.1641
O -0.05 -4.89 -2.73 -0.6708
C -0.42 -2.72 -1.35 0.3304
O 0.80 -3.02 -0.62 -0.2412
S 1.88 -1.85 -0.77 1.0946
O 3.21 -2.26 -0.90 -0.6537
O 1.68 -0.85 0.20 -0.5000
O 1.38 -1.41 -2.26 -0.6111
C -0.03 -1.39 -2.06 -0.1774
C -0.86 -0.88 -3.23 -0.3863
C -0.39 0.60 -3.54 -0.8190
C -1.62 1.50 -3.37 0.3185
O -2.26 1.80 -4.29 -0.5593
O -1.92 1.90 -2.12 -0.3931
H -4.02 -3.38 -0.81 0.0976
H -4.86 -4.40 -2.00 0.3365
H -4.49 -5.04 -0.36 0.3544
H -2.98 -5.84 -2.32 0.3257
H -2.12 -5.18 -0.89 0.2289
H -0.29 -5.11 -3.64 0.2595
H -1.22 -2.38 -0.69 -0.0662
H -0.25 -0.65 -1.27 0.4029
H -1.92 -0.86 -3.01 0.3642
H -0.64 -1.51 -4.10 0.4430
H 0.33 0.91 -2.78 0.4152
H 0.04 0.66 -4.53 0.4157
H -1.16 1.68 -1.56 0.3129
C -5.13 0.05 1.89 -0.5730
C -6.56 -0.17 2.36 -0.5605
C -6.98 -1.38 1.53 -0.4457
O -5.80 -2.15 1.30 -0.3959
C -4.65 -1.38 1.69 0.2447
H -4.52 0.60 2.60 0.3578
H -5.13 0.58 0.94 0.2445
H -6.57 -0.43 3.42 0.2608
H -7.21 0.69 2.21 0.3405
H -7.38 -1.07 0.55 0.2870
H -7.73 -1.99 2.03 0.2659
H -4.25 -1.81 2.61 0.2556
H -3.88 -1.46 0.91 -0.2574
C 1.74 0.00 3.39 -0.2845
C 1.60 0.23 4.89 -0.4249
C 0.10 0.05 5.09 -0.5598
O -0.33 -0.90 4.11 -0.4560
C 0.72 -1.10 3.15 0.1074
H 2.75 -0.29 3.08 0.1706
H 1.46 0.90 2.84 0.3413
H 2.15 -0.53 5.44 0.0924
H 1.95 1.21 5.21 0.3997
H -0.44 0.99 4.92 0.2822
H -0.15 -0.32 6.08 0.3160
H 1.15 -2.09 3.32 0.1196
H 0.30 -1.07 2.14 -0.0891
C 5.37 -2.44 3.17 -0.1954
C 4.96 -1.93 4.54 -0.4964
C 4.08 -3.06 5.06 -0.1388
O 4.59 -4.26 4.47 -0.4477
C 5.52 -3.93 3.44 -0.5235
H 6.28 -1.99 2.78 0.3848
H 4.57 -2.27 2.45 -0.0516
H 5.84 -1.82 5.18 0.3319
H 4.44 -0.97 4.52 0.2628
H 3.05 -2.94 4.73 0.0419
H 4.10 -3.15 6.14 0.2943
H 6.53 -4.17 3.80 0.2583
H 5.32 -4.54 2.56 0.2957
C -1.36 6.39 -1.54 -0.7205
C -0.20 6.78 -0.64 -0.2746
C -0.10 5.57 0.28 -0.4004
O -0.53 4.43 -0.49 -0.3489
C -1.14 4.89 -1.70 -0.2574
H -1.37 6.92 -2.49 0.3938
H -2.31 6.58 -1.03 0.2893
H 0.71 6.88 -1.23 0.2404
H -0.36 7.70 -0.09 0.1701
H -0.76 5.66 1.14 0.2476
H 0.92 5.40 0.64 0.1893
H -0.46 4.68 -2.53 0.1969
H -2.07 4.35 -1.87 0.2678
C 2.89 9.20 3.37 -0.5549
C 2.17 10.45 2.88 -0.5916
C 1.48 9.94 1.62 -0.4846
O 1.19 8.56 1.84 -0.2595
C 1.89 8.11 3.01 -0.4574
H 3.13 9.22 4.43 0.3432
H 3.81 9.06 2.80 0.2688
H 1.43 10.76 3.62 0.2709
H 2.84 11.29 2.69 0.3253
H 2.14 10.02 0.75 0.3062
H 0.56 10.48 1.41 0.2922
H 1.15 7.97 3.81 0.2847
H 2.37 7.15 2.80 0.2603
C 1.05 -6.46 -8.07 -0.5163
C 1.84 -7.24 -7.03 -0.5680
C 1.34 -6.63 -5.73 -0.4245
O -0.02 -6.22 -5.96 -0.3744
C -0.29 -6.28 -7.37 -0.4759
H 0.96 -6.96 -9.03 0.3306
H 1.51 -5.48 -8.24 0.2661
H 1.57 -8.30 -7.08 0.2700
H 2.92 -7.16 -7.15 0.3287
H 1.92 -5.74 -5.46 0.3100
H 1.37 -7.33 -4.90 0.3109
H -0.95 -7.14 -7.55 0.2621
H -0.81 -5.37 -7.67 0.2749
```

Computed properties:
Strongest force on any atom (eV/A): 3.7
Total charge: 0
Orbital gap (eV): 9.666
LUMO (eV): 0.4
HOMO energy (eV): -9.232
Energy relative to the best compared isomer or geometry (same formula, charge and spin) (kcal per mole): 0.0